Entry 1:
Formula: C20H32BN7O5RuSe2
Source: OMol25
Level of theory: ωB97M-V/def2-TZVPD

Each line ends with the Mulliken charge.
Positions of all 68 atoms, in Å:
H 2.072 -1.438 4.580  0.25
H 4.514 0.569 2.264  0.22
N 0.569 -0.222 2.485  -0.41
H -2.348 2.693 -2.380  0.54
C 3.166 2.317 -0.269  -1.42
C -3.515 0.917 -2.029  2.74
H -2.590 -1.158 0.323  0.28
H 3.924 2.981 -0.649  0.38
H 0.575 2.722 -2.292  0.08
N 2.150 0.678 0.775  1.30
H 4.188 -2.416 0.378  0.18
H 3.515 -2.976 1.925  0.24
C 3.346 1.251 0.589  0.93
N 1.405 -1.704 0.636  1.15
N 0.228 -1.671 -0.056  0.24
C 2.116 -2.785 0.303  1.10
C 1.150 3.263 -1.544  -1.46
H 1.694 -4.384 -1.157  0.44
C -4.917 1.114 -2.634  -1.23
H -3.794 2.984 -1.378  0.62
N 3.360 -0.465 -2.307  0.59
H 2.489 0.267 4.485  0.26
Ru -0.569 0.297 -0.302  0.65
N 1.195 1.334 0.061  0.36
O 4.027 -1.015 -1.391  -0.57
C 0.246 -2.734 -0.875  0.71
Se -0.632 0.393 -2.746  -0.10
H 4.873 -0.207 0.708  0.18
H -2.874 -0.735 -3.261  0.37
O 3.933 -0.068 -3.333  -0.75
H -5.260 0.179 -3.083  0.45
C 3.469 -3.091 0.842  -1.47
O -2.509 -0.741 -0.545  -0.25
H -3.527 -0.269 3.362  0.33
H -1.215 0.179 5.161  0.45
C -1.492 0.215 2.955  0.52
O -4.966 2.077 -3.672  -0.56
C 1.811 2.320 -0.597  0.63
H -0.384 -3.044 -2.871  0.28
B 1.779 -0.565 1.590  -0.60
C 4.607 0.734 1.190  -1.39
C -3.729 -0.072 -0.887  -1.87
C 1.398 -3.479 -0.655  -1.62
H 1.919 3.849 -2.047  0.36
C -2.972 2.289 -1.581  -1.88
H -5.620 1.384 -1.831  0.42
C -0.820 -3.046 -1.871  -1.26
H -2.730 0.851 -4.022  0.56
C -2.587 0.308 -3.088  -1.70
H 5.411 1.447 1.013  0.39
H -3.218 1.462 3.166  0.31
C 1.680 -0.429 4.706  -1.43
C 0.502 -0.188 3.824  1.08
H 1.386 -0.299 5.747  0.36
H 2.698 -0.893 2.278  -0.14
O 2.142 -0.253 -2.133  -0.40
Se -1.882 2.294 0.050  -0.37
H 0.469 3.934 -1.020  0.23
H -1.242 -4.035 -1.679  0.38
H -4.431 -0.848 -1.215  0.46
H 3.739 -4.114 0.585  0.41
H -1.611 -2.305 -1.858  -0.04
H -4.147 0.442 -0.019  0.41
N -0.648 0.034 1.940  0.69
C -0.806 0.089 4.169  -1.77
H -4.512 2.870 -3.364  0.39
H -3.247 0.443 1.754  -0.15
C -2.954 0.470 2.797  -1.06

Atoms 1-6, force components in eV/Å:
0.0 0.0 0.0
0.0 0.0 0.0
-0.1 -0.1 0.0
0.0 0.0 0.0
0.0 0.0 0.0
0.2 0.0 -0.1

Values from the calculation:
Max |F| in eV/A: 1.26
Relative energy (zero: lowest compared OMol25 entry of this formula, charge and spin) in eV: 0.505
E_LUMO (alpha / beta) in hartree: 0.085 / 0.084
Gap between HOMO and LUMO (alpha / beta) in eV: 6.70 / 6.51
Multiplicity: 2
E_tot in Eh: -6463.51132
Total charge: -1
E_HOMO (alpha / beta) in eV: -4.385 / -4.216

***

Entry 2:
Formula: C11H32N7O8Sr
Source: OMol25
Level of theory: ωB97M-V/def2-TZVPD

Each line ends with the Mulliken charge.
Positions of all 59 atoms, in Å:
O 14.335 20.695 -4.495  -0.34
H 12.309 22.183 -9.575  0.42
H 16.551 15.750 -3.740  0.29
O 15.014 18.355 -3.159  -0.76
H 9.416 20.864 -10.812  0.30
O 11.721 19.449 -4.011  0.15
H 9.864 20.286 -4.342  0.39
H 12.669 20.568 -9.181  0.36
H 10.836 21.100 -3.203  0.49
C 10.358 20.504 -10.398  -0.74
C 12.154 21.869 -7.513  -0.71
O 14.761 19.647 -7.692  -0.51
H 10.577 22.340 -5.264  0.45
H 11.127 20.579 -11.174  0.36
C 10.898 20.616 -4.183  -0.82
H 17.592 18.640 -8.616  0.18
O 10.590 21.131 -9.172  -0.35
H 14.485 20.150 -3.687  0.21
H 16.439 21.322 -6.998  0.18
N 9.058 16.639 -6.092  -0.46
N 16.772 20.693 -7.704  -0.45
N 11.586 20.930 -6.507  0.09
H 15.100 21.277 -4.548  0.17
Sr 13.203 18.881 -5.931  1.83
C 11.957 21.363 -8.937  -0.58
H 17.061 16.932 -2.519  0.31
N 9.417 17.356 -8.271  -0.43
C 11.661 18.849 -2.737  -0.77
H 9.570 16.538 -5.225  0.25
H 13.204 22.021 -7.264  0.31
H 10.034 17.870 -8.869  0.14
H 14.026 16.170 -2.787  0.14
C 16.784 16.796 -3.564  -1.29
C 15.690 17.748 -4.035  0.72
H 16.047 17.767 -8.759  0.21
O 12.761 16.690 -4.748  -0.42
H 11.947 13.671 -4.199  0.16
H 10.679 20.684 -6.904  0.08
C 15.972 19.604 -7.946  0.60
C 12.783 15.584 -4.202  0.50
H 12.482 18.143 -2.641  0.08
H 11.757 14.567 -5.660  0.22
H 8.317 16.027 -6.365  0.21
H 10.215 19.413 -10.369  0.13
H 10.770 18.217 -2.655  0.28
O 10.885 17.882 -6.638  -0.49
H 12.277 22.107 -4.902  0.36
N 12.075 14.522 -4.711  -0.47
C 9.831 17.328 -6.976  0.56
N 13.505 15.353 -3.093  -0.37
H 11.611 22.818 -7.418  0.49
N 16.594 18.595 -8.610  -0.44
C 11.381 21.588 -5.240  -0.90
O 15.429 17.818 -5.256  -0.63
H 8.564 16.887 -8.501  0.16
H 17.677 17.143 -4.094  0.41
H 13.634 14.439 -2.710  0.20
H 17.618 20.885 -8.200  0.17
H 11.700 19.569 -1.920  0.38

Atoms 1-6, force components in eV/Å:
0.1 0.4 0.4
-0.1 0.1 -0.2
0.1 0.0 -0.4
0.0 0.2 0.3
0.1 0.3 0.0
0.2 0.9 -0.4

Values from the calculation:
Max |F| in eV/A: 1.77
E_LUMO in hartree: -0.075
Gap between HOMO and LUMO in eV: 8.96
E_tot in Eh: -1454.34480
Total charge: +1
E_HOMO in eV: -11.007

***

Entry 3:
Formula: C4H4Br2Cl4
Source: OMol25
Level of theory: ωB97M-V/def2-TZVPD

Each line ends with the Mulliken charge.
Positions of all 14 atoms, in Å:
H 0.291 0.959 -0.605  0.22
C -2.215 -0.836 0.004  -0.01
Cl -3.055 -2.056 -0.969  -0.06
Br 0.017 -2.727 0.033  0.07
Cl -2.661 1.128 -1.797  -0.09
C 0.266 0.091 0.143  -1.27
Cl -2.264 1.715 0.959  -0.08
H -0.761 -1.069 -1.525  0.64
H -0.048 0.194 1.101  0.49
C -2.924 0.492 -0.118  0.38
Cl -2.302 -1.407 1.699  -0.06
H 1.329 -0.286 -0.062  0.47
C -0.769 -0.949 -0.503  -0.67
Br -4.822 0.316 0.138  -0.02

Atoms 1-6, force components in eV/Å:
-0.5 -0.6 1.7
2.1 -1.1 -0.6
-0.5 -0.5 -0.6
2.2 -4.4 1.3
-0.1 -0.3 0.3
1.0 -1.7 -6.3

Values from the calculation:
Max |F| in eV/A: 6.62
E_LUMO (alpha / beta) in hartree: 0.014 / -0.150
Gap between HOMO and LUMO (alpha / beta) in eV: 6.00 / 6.37
Multiplicity: 3
E_tot in Eh: -7143.40003
E_HOMO (alpha / beta) in eV: -5.618 / -10.464

***

Entry 4:
Formula: C35H25BF6Fe
Source: OMol25
Level of theory: ωB97M-V/def2-TZVPD

Each line ends with the Mulliken charge.
Positions of all 68 atoms, in Å:
C 3.746 -3.625 12.789  -0.77
C -2.158 -2.958 14.777  0.12
C 3.250 -5.665 13.955  -0.91
H 2.161 -2.768 7.398  0.48
C 0.915 0.100 10.904  -0.34
F -2.999 -3.348 13.755  -0.36
C -3.086 -2.566 10.101  -0.53
C 1.373 -4.190 13.344  0.65
C 3.593 -1.312 10.179  -0.02
C 2.381 -3.288 12.904  0.52
B -0.198 -3.820 13.349  1.38
C 0.160 -0.616 8.786  -0.65
C -0.621 -2.066 16.889  -1.00
C -1.005 -7.188 11.421  -1.01
F 2.082 -1.957 12.859  -0.35
C 2.653 -2.132 8.156  -0.93
H -0.563 -2.625 12.175  -0.76
H -2.452 -7.900 14.426  0.45
C -4.667 -0.749 9.638  -0.54
C -2.002 -2.092 17.015  -0.46
H -2.453 -1.792 17.953  0.38
C 1.907 -5.331 13.990  -0.13
H -5.638 -0.401 9.288  0.37
C -0.609 -5.889 11.721  -0.62
H -0.296 -1.283 8.043  0.66
Fe 1.997 -0.664 9.362  -0.58
F 1.320 -2.389 15.568  -0.32
C 3.373 -0.902 7.850  -0.63
C -2.586 -0.309 10.823  -0.21
C -1.977 -7.357 13.620  -0.85
H 2.348 -3.271 10.126  0.55
F 0.253 -5.300 10.812  -0.28
H -1.944 -8.986 12.207  0.34
C 1.350 1.088 9.932  -0.46
H 5.235 -5.085 13.328  0.43
C -0.930 -5.229 12.929  1.32
H 2.028 1.943 10.104  0.49
H 4.424 -2.927 12.329  0.31
C 3.952 -0.379 9.093  -1.07
C -3.828 0.132 10.328  -0.65
C -0.759 -3.045 14.581  1.23
H -2.825 -3.641 10.021  0.34
C 0.849 0.659 8.598  -1.03
C -2.149 -1.636 10.619  0.51
H 4.556 0.556 9.141  0.48
H -0.757 -7.637 10.457  0.42
H -1.896 0.407 11.272  0.43
C -2.786 -2.531 15.951  -0.87
C -0.689 -2.130 10.911  0.98
H 3.564 -6.565 14.495  0.41
C -0.043 -2.502 15.695  -0.17
H 0.043 -1.703 17.665  0.45
C -4.285 -2.097 9.544  -0.63
C -1.672 -7.932 12.380  -0.41
C 4.182 -4.829 13.344  -0.48
C -1.564 -6.060 13.868  0.19
C 0.173 -0.930 10.246  1.09
H 1.095 1.069 7.608  0.46
C 2.787 -2.401 9.586  0.20
H -3.870 -2.545 16.032  0.45
H 3.519 -0.443 6.826  0.45
H 3.833 -1.133 11.247  0.33
F 1.122 -5.964 14.889  -0.32
H 1.087 0.216 11.981  0.62
H -4.966 -2.792 9.086  0.42
F -1.641 -5.678 15.168  -0.39
H -0.498 -3.040 10.236  0.44
H -4.130 1.175 10.547  0.36

Atoms 1-6, force components in eV/Å:
-0.9 -0.1 0.4
-0.3 0.2 0.4
0.3 -0.6 0.5
0.1 0.5 0.8
-2.3 1.2 0.7
0.7 0.2 0.6

Values from the calculation:
Max |F| in eV/A: 3.12
E_LUMO (alpha / beta) in hartree: -0.055 / -0.092
Gap between HOMO and LUMO (alpha / beta) in eV: 3.45 / 5.50
Multiplicity: 5
E_tot in Eh: -3236.16365
E_HOMO (alpha / beta) in eV: -4.953 / -8.004

***

Question: Among the records above, which one has the highest max |F|?
Answer: C4H4Br2Cl4

***

What did the second record say?
Formula: C11H32N7O8Sr
Source: OMol25
Level of theory: ωB97M-V/def2-TZVPD

Each line ends with the Mulliken charge.
Positions of all 59 atoms, in Å:
O 14.335 20.695 -4.495  -0.34
H 12.309 22.183 -9.575  0.42
H 16.551 15.750 -3.740  0.29
O 15.014 18.355 -3.159  -0.76
H 9.416 20.864 -10.812  0.30
O 11.721 19.449 -4.011  0.15
H 9.864 20.286 -4.342  0.39
H 12.669 20.568 -9.181  0.36
H 10.836 21.100 -3.203  0.49
C 10.358 20.504 -10.398  -0.74
C 12.154 21.869 -7.513  -0.71
O 14.761 19.647 -7.692  -0.51
H 10.577 22.340 -5.264  0.45
H 11.127 20.579 -11.174  0.36
C 10.898 20.616 -4.183  -0.82
H 17.592 18.640 -8.616  0.18
O 10.590 21.131 -9.172  -0.35
H 14.485 20.150 -3.687  0.21
H 16.439 21.322 -6.998  0.18
N 9.058 16.639 -6.092  -0.46
N 16.772 20.693 -7.704  -0.45
N 11.586 20.930 -6.507  0.09
H 15.100 21.277 -4.548  0.17
Sr 13.203 18.881 -5.931  1.83
C 11.957 21.363 -8.937  -0.58
H 17.061 16.932 -2.519  0.31
N 9.417 17.356 -8.271  -0.43
C 11.661 18.849 -2.737  -0.77
H 9.570 16.538 -5.225  0.25
H 13.204 22.021 -7.264  0.31
H 10.034 17.870 -8.869  0.14
H 14.026 16.170 -2.787  0.14
C 16.784 16.796 -3.564  -1.29
C 15.690 17.748 -4.035  0.72
H 16.047 17.767 -8.759  0.21
O 12.761 16.690 -4.748  -0.42
H 11.947 13.671 -4.199  0.16
H 10.679 20.684 -6.904  0.08
C 15.972 19.604 -7.946  0.60
C 12.783 15.584 -4.202  0.50
H 12.482 18.143 -2.641  0.08
H 11.757 14.567 -5.660  0.22
H 8.317 16.027 -6.365  0.21
H 10.215 19.413 -10.369  0.13
H 10.770 18.217 -2.655  0.28
O 10.885 17.882 -6.638  -0.49
H 12.277 22.107 -4.902  0.36
N 12.075 14.522 -4.711  -0.47
C 9.831 17.328 -6.976  0.56
N 13.505 15.353 -3.093  -0.37
H 11.611 22.818 -7.418  0.49
N 16.594 18.595 -8.610  -0.44
C 11.381 21.588 -5.240  -0.90
O 15.429 17.818 -5.256  -0.63
H 8.564 16.887 -8.501  0.16
H 17.677 17.143 -4.094  0.41
H 13.634 14.439 -2.710  0.20
H 17.618 20.885 -8.200  0.17
H 11.700 19.569 -1.920  0.38

Atoms 1-6, force components in eV/Å:
0.1 0.4 0.4
-0.1 0.1 -0.2
0.1 0.0 -0.4
0.0 0.2 0.3
0.1 0.3 0.0
0.2 0.9 -0.4

Values from the calculation:
Max |F| in eV/A: 1.77
E_LUMO in hartree: -0.075
Gap between HOMO and LUMO in eV: 8.96
E_tot in Eh: -1454.34480
Total charge: +1
E_HOMO in eV: -11.007

***

Question: Look up the E_tot of the fourth one.
Answer: -3236.16365 Eh

***

Question: The highest E_tot belongs to which entry?
Answer: C11H32N7O8Sr